## i
# C2H6N2

One molecule with the formula C2H6N2 (the ωB97M-V functional and the def2-TZVPD basis, the OMol25 dataset).

The geometry in ORCA input format:
```
! wB97M-V def2-TZVPD RIJCOSX def2/J DEFGRID3
* xyz 0 1
C 0.418 1.171 -0.147
C 0.281 -0.240 0.353
N -0.984 -0.858 0.352
N -0.222 -1.634 -0.693
H 0.076 1.790 0.745
H -0.334 1.393 -0.982
H 1.366 1.695 -0.414
H 1.082 -0.482 1.186
H -1.175 -1.479 1.220
H -0.507 -1.355 -1.620
*
```

Calculated values
- lowest unoccupied orbital energy (Ha) = 0.043
- SMILES = CC1NN1
- HOMO (hartree) = -0.3368

Atom charges from the natural (NBO) analysis, given in e for atoms 1 to 6: number 1, C, carries -0.67; number 2, C, carries 0.12; number 3, N, carries -0.51; number 4, N, carries -0.50; number 5, H, carries 0.23; number 6, H, carries 0.23

## ii
# C2H6N2

One molecule with the formula C2H6N2 (the ωB97M-V functional and the def2-TZVPD basis, the OMol25 dataset).

The geometry in ORCA input format:
```
! wB97M-V def2-TZVPD RIJCOSX def2/J DEFGRID3
* xyz 0 1
C -0.773 -1.287 -1.288
N -0.770 -0.533 -0.278
N 0.338 0.141 0.013
C 0.356 1.063 1.171
H 0.162 -1.332 -1.973
H -1.666 -1.777 -1.626
H 1.271 -0.216 -0.323
H 1.327 1.554 1.150
H 0.185 0.612 2.138
H -0.429 1.775 1.016
*
```

Calculated values
- lowest unoccupied orbital energy (Ha) = 0.046
- SMILES = C=NNC
- HOMO (hartree) = -0.3062

Atom charges from the natural (NBO) analysis, given in e for atoms 1 to 6: number 1, C, carries -0.19; number 2, N, carries -0.21; number 3, N, carries -0.45; number 4, C, carries -0.40; number 5, H, carries 0.13; number 6, H, carries 0.19

## iii
# C2H6N2

One molecule with the formula C2H6N2 (the ωB97M-V functional and the def2-TZVPD basis, the OMol25 dataset).

The geometry in ORCA input format:
```
! wB97M-V def2-TZVPD RIJCOSX def2/J DEFGRID3
* xyz 0 1
H 2.119 -1.440 -0.285
N 1.193 -1.249 -0.660
C 0.592 -0.459 0.147
N -0.280 0.492 -0.251
C -1.290 1.109 0.571
H 0.788 -0.449 1.228
H -0.444 0.559 -1.244
H -2.249 0.592 0.620
H -1.484 2.109 0.177
H -0.934 1.301 1.584
*
```

Calculated values
- lowest unoccupied orbital energy (Ha) = 0.039
- SMILES = [H]/N=C/NC
- HOMO (hartree) = -0.3229

Atom charges from the natural (NBO) analysis, given in e for atoms 1 to 6: number 1, H, carries 0.34; number 2, N, carries -0.75; number 3, C, carries 0.30; number 4, N, carries -0.60; number 5, C, carries -0.41; number 6, H, carries 0.13

## iv
# C2H6N2

One molecule with the formula C2H6N2 (the ωB97M-V functional and the def2-TZVPD basis, the OMol25 dataset).

The geometry in ORCA input format:
```
! wB97M-V def2-TZVPD RIJCOSX def2/J DEFGRID3
* xyz 0 1
H -0.025 -1.503 1.476
N -0.292 -1.457 0.490
C -0.006 -0.256 -0.016
C -1.103 0.655 -0.375
N 1.307 0.195 -0.063
H -0.970 1.700 -0.098
H -2.096 0.214 -0.403
H -0.568 -0.001 -1.402
H 1.661 0.880 0.599
H 2.093 -0.427 -0.209
*
```

Calculated values
- lowest unoccupied orbital energy (Ha) = 0.024
- SMILES = [H]/N=C(/C)N
- HOMO (hartree) = -0.2783

Atom charges from the natural (NBO) analysis, given in e for atoms 1 to 6: number 1, H, carries 0.37; number 2, N, carries -0.90; number 3, C, carries 0.42; number 4, C, carries -0.58; number 5, N, carries -0.88; number 6, H, carries 0.24

Stability check: which of them is least stable? iv.

## i
# C2H6N2

A 2-piece molecular cluster, C2H6N2 overall (the ωB97M-V functional and the def2-TZVPD basis, the OMol25 dataset).

The geometry in ORCA input format:
```
! wB97M-V def2-TZVPD RIJCOSX def2/J DEFGRID3
* xyz 0 1
C -2.772 0.114 -0.152
N -1.720 -0.435 -0.712
H -3.622 0.572 -0.780
H -3.194 -0.299 0.782
H -0.784 -0.042 -0.580
C 2.787 0.331 0.270
N 2.283 -0.854 0.400
H 3.785 0.482 0.025
H 2.009 1.106 0.026
H 1.228 -0.974 0.722
*
```

Calculated values
- lowest unoccupied orbital energy (Ha) = -0.011
- SMILES = C=N.C=N
- HOMO (hartree) = -0.3148

Atom charges from the natural (NBO) analysis, given in e for atoms 1 to 6: number 1, C, carries 0.12; number 2, N, carries -0.78; number 3, H, carries 0.12; number 4, H, carries 0.13; number 5, H, carries 0.41; number 6, C, carries -0.06

## ii
# C2H6N2

One molecule with the formula C2H6N2 (the ωB97M-V functional and the def2-TZVPD basis, the OMol25 dataset).

The geometry in ORCA input format:
```
! wB97M-V def2-TZVPD RIJCOSX def2/J DEFGRID3
* xyz 0 1
C 1.193 -0.268 -0.002
C 0.270 0.902 -0.013
N -1.013 0.893 -0.018
N -1.640 -0.286 -0.011
H 1.009 -0.963 -0.827
H 1.100 -0.816 0.950
H 2.210 0.081 -0.111
H 0.669 1.908 0.019
H -2.628 -0.271 0.077
H -1.171 -1.182 -0.065
*
```

Calculated values
- lowest unoccupied orbital energy (Ha) = 0.040
- SMILES = C/C=N\N
- HOMO (hartree) = -0.3091

Atom charges from the natural (NBO) analysis, given in e for atoms 1 to 6: number 1, C, carries -0.70; number 2, C, carries -0.02; number 3, N, carries -0.21; number 4, N, carries -0.66; number 5, H, carries 0.21; number 6, H, carries 0.22

Stability check: which of them is least stable? i.

## i
# C2H6N2

A 2-piece molecular cluster, C2H6N2 overall (the ωB97M-V functional and the def2-TZVPD basis, the OMol25 dataset).

The geometry in ORCA input format:
```
! wB97M-V def2-TZVPD RIJCOSX def2/J DEFGRID3
* xyz 0 1
C -2.512 -4.201 1.210
N -1.800 -3.606 2.078
H -2.090 -4.443 0.241
H -3.589 -4.221 1.414
H -2.283 -3.527 2.966
C 2.323 3.631 -1.676
N 2.269 4.768 -1.112
H 1.494 2.966 -1.414
H 3.206 3.256 -2.181
H 2.982 5.376 -1.525
*
```

Calculated values
- lowest unoccupied orbital energy (Ha) = 0.046
- SMILES = C=N.C=N
- HOMO (hartree) = -0.3692

Atom charges from the natural (NBO) analysis, given in e for atoms 1 to 6: number 1, C, carries -0.06; number 2, N, carries -0.59; number 3, H, carries 0.17; number 4, H, carries 0.15; number 5, H, carries 0.33; number 6, C, carries -0.06

## ii
# C2H6N2

One molecule with the formula C2H6N2 (the ωB97M-V functional and the def2-TZVPD basis, the OMol25 dataset).

The geometry in ORCA input format:
```
! wB97M-V def2-TZVPD RIJCOSX def2/J DEFGRID3
* xyz 0 1
H -1.604 1.683 0.090
N -0.606 1.539 -0.008
C -0.237 0.327 -0.003
C 1.273 0.010 0.007
N -1.028 -0.833 0.053
H 1.656 0.402 0.961
H 1.398 -1.100 -0.045
H 1.811 0.508 -0.818
H -0.611 -1.728 -0.097
H -2.052 -0.809 -0.141
*
```

Calculated values
- lowest unoccupied orbital energy (Ha) = 0.036
- SMILES = [H]/N=C(/C)N
- HOMO (hartree) = -0.3412

Atom charges from the natural (NBO) analysis, given in e for atoms 1 to 6: number 1, H, carries 0.33; number 2, N, carries -0.72; number 3, C, carries 0.46; number 4, C, carries -0.67; number 5, N, carries -0.85; number 6, H, carries 0.24

Stability check: which of them is least stable? i.

## i
# C12H28BiClO3P2

C12H28BiClO3P2 as an isolated structure (the ωB97M-V functional and the def2-TZVPD basis, the OMol25 dataset).

The geometry in ORCA input format:
```
! wB97M-V def2-TZVPD RIJCOSX def2/J DEFGRID3
* xyz 2 1
C 0.326 -0.020 -5.772
C 0.513 0.343 -4.318
H 1.235 0.096 -6.348
H -0.444 0.668 -6.159
H -0.071 -1.034 -5.847
O 1.521 0.679 -3.746
Cl -1.074 0.209 -3.507
Bi 0.433 0.015 0.671
P -0.096 2.668 -0.137
C 1.343 3.739 0.263
C -0.534 3.349 -1.766
H -0.606 4.445 -1.708
H -1.441 4.470 0.797
H -1.490 2.935 -2.104
H -2.382 2.962 0.608
H 2.219 3.394 -0.310
H 0.235 3.073 -2.496
C -1.411 3.377 0.910
H 1.126 4.784 -0.014
H -1.234 3.123 1.962
H 1.575 3.688 1.337
P 0.071 -2.543 -0.285
C 1.498 -3.598 0.155
C -1.316 -3.389 0.537
H -1.153 -2.640 -2.388
H -0.174 -4.125 -2.122
H 0.606 -2.599 -2.651
C -0.191 -3.027 -2.027
H -2.261 -2.880 0.313
H -1.383 -4.428 0.188
H 1.303 -4.640 -0.138
H 1.676 -3.560 1.238
H -1.164 -3.377 1.620
H 2.399 -3.245 -0.364
C 3.293 0.048 0.341
O 4.372 0.068 -0.023
C 0.169 0.742 3.925
C -0.560 -0.500 3.422
C -1.580 -1.101 4.404
O -1.156 -0.234 2.143
H -0.501 1.618 3.918
H 1.044 0.972 3.285
H 0.530 0.549 4.947
H 0.181 -1.317 3.271
H -2.424 -0.421 4.580
H -1.964 -2.057 4.035
H -1.061 -1.277 5.360
*
```

Calculated values
- lowest unoccupied orbital energy (Ha) = -0.317
- HOMO (hartree) = -0.5704

Atom charges from the natural (NBO) analysis, given in e for atoms 1 to 6: number 1, C, carries -0.73; number 2, C, carries 0.58; number 3, H, carries 0.26; number 4, H, carries 0.27; number 5, H, carries 0.26; number 6, O, carries -0.51

## ii
# C12H28BiClO3P2

C12H28BiClO3P2 as an isolated structure (the ωB97M-V functional and the def2-TZVPD basis, the OMol25 dataset).

The geometry in ORCA input format:
```
! wB97M-V def2-TZVPD RIJCOSX def2/J DEFGRID3
* xyz 2 1
C 0.369 -0.007 -6.071
C 0.210 0.305 -4.611
H 1.421 0.159 -6.315
H -0.301 0.618 -6.679
H 0.144 -1.071 -6.246
O 1.096 0.538 -3.788
Cl -1.474 0.306 -4.217
Bi 0.409 -0.042 0.379
P -0.067 2.672 -0.036
C 1.357 3.769 0.323
C -0.502 3.208 -1.726
H -0.522 4.311 -1.713
H -1.382 4.468 0.864
H -1.498 2.828 -1.991
H -2.354 2.978 0.636
H 2.240 3.422 -0.234
H 0.233 2.854 -2.466
C -1.397 3.379 0.986
H 1.067 4.775 -0.017
H -1.265 3.121 2.045
H 1.569 3.775 1.403
P 0.102 -2.569 -0.204
C 1.520 -3.637 0.194
C -1.310 -3.365 0.613
H -1.156 -2.489 -2.283
H -0.129 -3.967 -2.110
H 0.621 -2.394 -2.594
C -0.164 -2.870 -1.979
H -2.222 -2.833 0.321
H -1.354 -4.406 0.268
H 1.265 -4.639 -0.183
H 1.676 -3.668 1.280
H -1.211 -3.335 1.706
H 2.419 -3.260 -0.312
C 3.288 0.029 0.152
O 4.406 0.088 -0.066
C 0.151 0.717 4.134
C -0.418 -0.560 3.527
C -1.600 -1.043 4.386
O -0.767 -0.434 2.170
H -0.627 1.491 4.130
H 1.037 1.055 3.588
H 0.430 0.535 5.180
H 0.357 -1.340 3.656
H -2.385 -0.279 4.447
H -2.044 -1.988 4.044
H -1.238 -1.206 5.412
*
```

Calculated values
- lowest unoccupied orbital energy (alpha / beta) (Ha) = -0.329 / -0.329
- HOMO (alpha / beta) (hartree) = -0.5455 / -0.5454

Atom charges from the natural (NBO) analysis, given in e for atoms 1 to 6: number 1, C, carries -0.73; number 2, C, carries 0.54; number 3, H, carries 0.26; number 4, H, carries 0.27; number 5, H, carries 0.27; number 6, O, carries -0.56

Stability check: which of them is least stable? ii.

## i
# C2H7N2O2

A 2-piece molecular cluster, C2H7N2O2 overall (the ωB97M-V functional and the def2-TZVPD basis, the OMol25 dataset).

The geometry in ORCA input format:
```
! wB97M-V def2-TZVPD RIJCOSX def2/J DEFGRID3
* xyz -1 1
N 0.604 0.840 -0.647
C 1.583 0.254 0.182
N 1.234 -1.197 0.350
H 0.172 1.752 -0.367
H -0.212 0.458 -1.178
H 1.756 0.707 1.203
H 2.569 0.307 -0.329
H 1.154 -1.558 -0.598
H 0.365 -1.345 0.834
O -2.723 1.122 0.388
C -2.236 -0.054 0.154
O -1.738 -0.501 -0.928
H -2.525 -0.784 0.936
*
```

Calculated values
- lowest unoccupied orbital energy (Ha) = 0.160
- HOMO (hartree) = -0.1557

Atom charges from the natural (NBO) analysis, given in e for atoms 1 to 6: number 1, N, carries -0.96; number 2, C, carries -0.02; number 3, N, carries -0.87; number 4, H, carries 0.37; number 5, H, carries 0.45; number 6, H, carries 0.16

## ii
# C2H7N2O2

A 2-piece molecular cluster, C2H7N2O2 overall (the ωB97M-V functional and the def2-TZVPD basis, the OMol25 dataset).

The geometry in ORCA input format:
```
! wB97M-V def2-TZVPD RIJCOSX def2/J DEFGRID3
* xyz -1 1
C 1.035 1.340 0.424
C 1.346 -0.988 -0.023
N -1.812 0.058 -0.908
N -2.474 0.041 0.163
O -3.574 -0.657 0.212
O 1.950 0.274 0.025
H 0.499 0.714 1.238
H 0.261 1.606 -0.336
H 1.589 2.249 0.852
H 0.601 -1.211 -0.841
H 2.077 -1.646 0.004
H -2.283 -0.559 -1.647
H 0.785 -1.222 0.837
*
```

Calculated values
- lowest unoccupied orbital energy (Ha) = 0.143
- HOMO (hartree) = -0.1131

Atom charges from the natural (NBO) analysis, given in e for atoms 1 to 6: number 1, C, carries -0.27; number 2, C, carries -0.24; number 3, N, carries -0.63; number 4, N, carries 0.09; number 5, O, carries -0.69; number 6, O, carries -0.57

Stability check: which of them is least stable? ii.

## i
# C3H6O2P

An isolated ion of composition C3H6O2P and charge -1 (the ωB97M-V functional and the def2-TZVPD basis, the OMol25 dataset).

The geometry in ORCA input format:
```
! wB97M-V def2-TZVPD RIJCOSX def2/J DEFGRID3
* xyz -1 1
C -2.161 -0.454 0.137
C -0.932 -0.710 -0.355
P 0.716 -0.330 0.173
C 1.432 1.476 0.543
O 1.081 -1.418 1.083
O 1.442 -0.457 -1.283
H -3.026 -0.795 -0.320
H -2.318 0.153 1.038
H -0.876 -1.062 -1.366
H 1.416 1.934 1.569
H 0.772 2.080 -0.158
H 2.456 -0.418 -1.060
*
```

Calculated values
- lowest unoccupied orbital energy (Ha) = 0.150
- SMILES = C=C[P@@](=C)([O-])O
- HOMO (hartree) = -0.0861

Atom charges from the natural (NBO) analysis, given in e for atoms 1 to 6: number 1, C, carries -0.38; number 2, C, carries -0.56; number 3, P, carries 2.01; number 4, C, carries -1.26; number 5, O, carries -1.16; number 6, O, carries -1.03

## ii
# C3H6O2P

A 2-piece molecular cluster, C3H6O2P overall (the ωB97M-V functional and the def2-TZVPD basis, the OMol25 dataset).

The geometry in ORCA input format:
```
! wB97M-V def2-TZVPD RIJCOSX def2/J DEFGRID3
* xyz -1 1
C -0.038 0.434 -1.296
C -1.004 1.274 -0.445
C -0.818 1.118 0.849
O 2.146 -1.977 2.152
O 0.905 -2.433 0.084
P 1.531 -3.069 1.326
H 0.945 1.101 -1.512
H 0.131 -0.606 -0.953
H -1.739 1.911 -0.757
H -1.379 1.706 1.497
H -0.156 0.307 1.287
H -0.525 0.235 -2.233
*
```

Calculated values
- lowest unoccupied orbital energy (Ha) = 0.145
- HOMO (hartree) = -0.1512

Atom charges from the natural (NBO) analysis, given in e for atoms 1 to 6: number 1, C, carries -0.66; number 2, C, carries -0.20; number 3, C, carries -0.39; number 4, O, carries -1.16; number 5, O, carries -1.18; number 6, P, carries 1.35

## iii
# C3H6O2P

A 2-piece molecular cluster, C3H6O2P overall (the ωB97M-V functional and the def2-TZVPD basis, the OMol25 dataset).

The geometry in ORCA input format:
```
! wB97M-V def2-TZVPD RIJCOSX def2/J DEFGRID3
* xyz -1 1
C -1.548 -1.106 0.629
C -0.228 -1.185 0.815
C 0.613 0.950 -1.844
O -0.244 1.449 1.747
O 2.058 0.334 1.572
P 0.584 0.341 1.258
H -2.112 -1.970 0.267
H -1.975 -0.164 0.822
H 0.488 -2.097 0.611
H 1.257 0.479 -2.607
H -0.238 1.452 -2.077
H 1.345 1.518 -1.193
*
```

Calculated values
- lowest unoccupied orbital energy (alpha / beta) (Ha) = 0.148 / 0.146
- HOMO (alpha / beta) (hartree) = -0.0913 / -0.0630

Atom charges from the natural (NBO) analysis, given in e for atoms 1 to 6: number 1, C, carries -0.37; number 2, C, carries -0.64; number 3, C, carries -1.09; number 4, O, carries -1.10; number 5, O, carries -1.09; number 6, P, carries 2.16

Stability check: which of them is least stable? iii.